Version 1
13
Properties=species:S:1:pos:R:3 method="wB97M-V/def2-TZVPD" homo_energy_ha=-0.3340 smiles=CCN.S orbital_gap_ev=9.57
C -0.125 0.439 -1.773
C 0.683 -0.342 -0.685
N 1.727 -1.063 -1.424
H -0.907 -0.340 -2.020
H 0.450 0.744 -2.631
H -0.560 1.395 -1.492
H 0.032 -1.131 -0.238
H 1.094 0.343 0.140
H 2.467 -1.591 -0.889
H 1.223 -1.722 -2.003
S -1.872 1.385 4.693
H -1.101 0.236 4.203
H -3.113 1.647 4.118

***

Version 2
13
Properties=species:S:1:pos:R:3 method="wB97M-V/def2-TZVPD" homo_energy_ha=-0.2169 orbital_gap_ev=5.34
S -1.910 1.647 0.395
H -2.207 2.171 1.622
C 0.825 -2.029 0.463
C 1.151 -1.391 -0.855
N 1.630 0.042 -0.550
H 0.177 -2.906 0.329
H 1.819 -2.320 0.837
H 0.343 -1.423 1.246
H 2.045 -1.889 -1.258
H 0.300 -1.310 -1.618
H 1.796 0.124 0.448
H 0.878 0.686 -0.848
H 2.421 0.467 -1.047

***

Relative to the most stable one, in kJ/mol, the structures come out at version 1 0.0; version 2 98.2.

***

Version 1
13
Properties=species:S:1:pos:R:3 method="wB97M-V/def2-TZVPD" homo_energy_ha=-0.3352 smiles=CNC.S orbital_gap_ev=10.07
C 1.022 -0.699 2.038
N 0.634 -0.729 0.628
C -0.395 -1.736 0.403
H 1.484 -1.672 2.294
H 1.775 0.061 2.214
H 0.157 -0.641 2.690
H 1.431 -0.949 0.060
H -0.053 -2.735 0.721
H -0.547 -1.880 -0.670
H -1.321 -1.418 0.866
S -0.617 1.703 -1.494
H -0.232 0.836 -0.502
H -1.341 0.792 -2.123

***

Version 2
13
Properties=species:S:1:pos:R:3 method="wB97M-V/def2-TZVPD" homo_energy_ha=-0.3276 smiles=CNC.S orbital_gap_ev=9.91
C -1.696 -0.261 1.493
N -0.258 -0.251 1.404
C 0.265 -1.439 0.712
H -2.135 -1.200 1.856
H -2.060 0.557 2.122
H -2.137 -0.043 0.527
H 0.147 -0.244 2.333
H -0.032 -2.404 1.127
H 1.344 -1.313 0.694
H -0.011 -1.351 -0.339
S 0.875 1.005 -1.870
H -0.029 1.660 -1.137
H 1.877 1.753 -1.410

***

Relative to the most stable one, in kJ/mol, the structures come out at version 1 0.0; version 2 6.7.

***

Version 1
21
Properties=species:S:1:pos:R:3 method="wB97M-V/def2-TZVPD" homo_energy_ha=-0.2663 orbital_gap_ev=7.72
C -0.450 0.934 -0.816
C -0.713 0.586 0.499
C 0.999 1.134 -1.095
C 0.619 -0.245 -1.254
C 1.450 1.384 0.347
C 0.605 0.374 1.145
C 0.954 -0.874 0.215
C -0.728 -2.694 -0.070
N -1.874 1.314 -0.941
N -1.941 1.073 0.497
O 0.490 -2.140 0.521
H 1.308 1.845 -1.844
H 2.487 0.961 0.510
H 1.417 2.364 0.742
H 0.696 0.219 2.157
H 2.050 -0.891 0.162
H -1.652 -2.184 0.390
H -0.533 -3.719 -0.061
H -0.726 -2.398 -1.046
H -1.730 2.319 -1.035
H -2.728 0.640 0.978

***

Version 2
21
Properties=species:S:1:pos:R:3 method="wB97M-V/def2-TZVPD" homo_energy_ha=-0.3278 orbital_gap_ev=9.56
C -0.814 1.968 3.286
C 0.275 0.983 1.361
C 1.307 0.275 0.858
C 1.188 -0.476 -0.246
C -0.005 -0.651 -0.918
C -1.039 0.108 -0.444
C -1.034 0.930 0.681
C -0.040 -1.347 -2.239
H -1.401 2.802 3.461
H -0.404 2.099 4.371
H -1.705 1.225 3.418
H 2.407 0.306 1.279
H 2.267 -0.738 -0.810
H -2.130 0.360 -1.067
H -1.804 1.633 0.696
H 0.803 -2.935 -1.124
H 0.607 -3.263 -3.167
H -1.177 0.077 -3.000
N 0.753 -2.656 -2.198
N -0.661 -1.092 -3.252
O 0.358 1.741 2.508

***

Relative to the most stable one, in kJ/mol, the structures come out at version 1 356.8; version 2 0.0.

***

Version 1
10
Properties=species:S:1:pos:R:3 method="wB97M-V/def2-TZVPD" homo_energy_ha=-0.3313 orbital_gap_ev=9.74
C -0.927 -1.031 -1.344
C 0.000 -0.325 -0.712
F 1.232 -0.288 -1.142
C -0.201 0.375 0.534
C 0.793 0.938 1.223
F 2.048 0.926 0.793
Cl 0.762 1.763 2.723
H -1.942 -1.031 -0.963
H -0.628 -1.704 -2.152
H -1.136 0.376 1.041

***

Version 2
10
Properties=species:S:1:pos:R:3 method="wB97M-V/def2-TZVPD" homo_energy_ha=-0.3625 smiles="FC1(F)C=C(Cl)C1" orbital_gap_ev=10.67
F -2.021 -0.615 -0.937
C -1.063 -0.367 -0.034
F -1.668 -0.303 1.156
C 0.050 -1.427 0.164
C 0.992 -0.462 -0.041
Cl 2.606 -0.231 0.190
C 0.089 0.659 -0.395
H -0.146 -2.309 0.729
H 0.023 1.598 0.321
H -0.056 0.927 -1.386

***

Relative to the most stable one, in kJ/mol, the structures come out at version 1 0.0; version 2 45.4.

***

Version 1
13
Properties=species:S:1:pos:R:3 method="wB97M-V/def2-TZVPD" homo_energy_ha=-0.3376 orbital_gap_ev=7.12
C 1.285 -0.381 -0.090
C -0.149 -0.711 0.232
C -1.320 -0.032 -0.293
C -2.576 -0.404 0.262
H 3.180 0.396 -0.593
H 1.093 1.820 0.873
H -0.242 -1.342 1.072
H -1.412 0.722 -1.081
H -2.602 -0.987 1.465
N 1.472 1.005 -0.091
O 2.805 1.420 -0.496
S 2.511 -1.405 -0.580
S -4.046 -0.100 -0.679

***

Version 2
13
Properties=species:S:1:pos:R:3 method="wB97M-V/def2-TZVPD" homo_energy_ha=-0.3176 smiles="C=C/C(=N/S)OC=S" orbital_gap_ev=8.74
C -2.049 0.458 0.262
C -0.912 1.066 0.023
C 0.320 0.481 0.283
N 1.420 1.090 -0.028
S 2.868 0.301 0.235
O 0.328 -0.834 0.755
C 0.194 -1.856 -0.139
S 0.400 -1.737 -1.716
H -2.971 0.940 -0.089
H -2.173 -0.374 0.906
H -0.929 2.010 -0.407
H 3.597 1.213 -0.502
H -0.093 -2.758 0.417

***

Version 3
13
Properties=species:S:1:pos:R:3 method="wB97M-V/def2-TZVPD" homo_energy_ha="-0.2619 / -0.2620" orbital_gap_ev="7.28 / 7.29"
C -0.396 -0.107 -2.231
C -0.949 -0.630 -0.070
C 0.714 0.411 -0.043
C -1.569 -0.813 1.210
N -1.147 -0.689 -1.292
O 3.280 1.114 0.616
S 1.014 0.775 -1.643
S 1.811 0.540 1.281
H -0.735 -0.151 -3.195
H -2.078 0.202 1.626
H -2.425 -1.572 1.087
H -0.758 -1.087 1.924
H 3.238 2.006 0.729

***

Relative to the most stable one, in kJ/mol, the structures come out at version 1 362.2; version 2 0.0; version 3 188.0.

***

Version 1
8
Properties=species:S:1:pos:R:3 method="wB97M-V/def2-TZVPD" homo_energy_ha=-0.3419 orbital_gap_ev=7.98
C -0.988 -0.727 0.388
C 0.087 -0.645 1.133
O 0.449 0.113 -2.358
O -2.041 -0.545 -0.093
O 0.081 1.676 -0.493
F 1.377 -0.810 0.798
S 1.008 1.104 -1.455
H 0.027 -0.165 2.079

***

Version 2
8
Properties=species:S:1:pos:R:3 method="wB97M-V/def2-TZVPD" homo_energy_ha="-0.3743 / -0.3743" orbital_gap_ev="8.16 / 8.15"
C 0.922 0.343 0.006
C 0.878 -0.983 -0.199
O -2.021 1.076 -0.904
O 0.105 1.294 0.270
O -1.524 -0.908 0.430
F 1.510 -2.052 0.150
S -1.758 0.561 0.409
H 1.889 0.668 -0.161

***

Relative to the most stable one, in kJ/mol, the structures come out at version 1 0.0; version 2 255.0.